The following is a DFT calculation (the ωB97M-V functional and the def2-TZVPD basis) of the molecule C2H2ClN.

Its multiplicity is 1. As for the net charge: 0. As for the frontier orbital gap: 10.780 eV. The value obtained for the highest occupied orbital energy is -10.278 eV. For the total energy, the calculation gives -16116.22372 eV. The SMILES is Cl[C@H]1C=N1.

```
6
Properties=species:S:1:pos:R:3:forces:R:3:mulliken_charge:R:1
Cl -2.065645 -0.314753 0.066212 0.3 0.5 -0.6 -0.21
C -0.320728 -0.054365 0.425213 0.2 -0.2 -2.1 0.00
C 0.787133 0.090996 -0.531021 -1.3 0.9 0.2 0.06
N 0.422743 1.158593 0.139797 1.2 -1.8 -2.1 -0.39
H -0.249372 -0.524165 1.329180 0.8 -0.9 2.3 0.29
H 1.425871 -0.356305 -1.429383 -1.3 1.5 2.3 0.26
```
Forces are in eV/Å.



The following is a DFT calculation (the ωB97M-V functional and the def2-TZVPD basis) of the molecule C2H2ClN.

Its multiplicity is 1. As for the net charge: 0. As for the frontier orbital gap: 11.373 eV. The value obtained for the highest occupied orbital energy is -10.848 eV. For the total energy, the calculation gives -16116.52795 eV. The SMILES is N#CCCl.

```
6
Properties=species:S:1:pos:R:3:forces:R:3:mulliken_charge:R:1
N -1.933090 0.969721 -0.656644 3.0 -1.4 1.8 -0.35
C -0.984970 0.479888 -0.151420 -2.8 0.1 -0.6 0.27
C 0.231225 -0.283057 0.202799 1.3 -3.5 1.5 -0.25
Cl 1.510041 0.658463 -0.424879 2.5 1.5 -2.8 -0.15
H 0.961368 -0.345520 1.137293 -3.9 -0.1 0.0 0.21
H 0.215425 -1.479493 -0.107149 -0.2 3.4 0.1 0.28
```
Forces are in eV/Å.



The following is a DFT calculation (the ωB97M-V functional and the def2-TZVPD basis) of the molecule C2H2ClN3.

Its multiplicity is 1. As for the net charge: 0. As for the frontier orbital gap: 10.550 eV. The value obtained for the highest occupied orbital energy is -9.884 eV. For the total energy, the calculation gives -19097.83963 eV. The SMILES is Clc1cnn[nH]1.

```
8
Properties=species:S:1:pos:R:3:forces:R:3:mulliken_charge:R:1
Cl 1.313332 -1.441536 1.352801 -0.3 -0.1 -0.2 -0.17
C 0.292369 -0.489058 0.366696 0.0 0.7 -1.3 0.42
C -0.461300 -0.685129 -0.780100 0.0 1.0 1.4 -0.42
N -0.981921 0.550928 -1.132380 0.5 -1.1 -0.7 -0.20
N -0.505367 1.474961 -0.379655 0.1 -0.6 0.8 -0.48
N 0.272208 0.853965 0.527252 0.6 0.5 1.5 0.17
H -0.654616 -1.607124 -1.276246 -0.3 -0.2 -0.3 0.42
H 0.725294 1.342992 1.321633 -0.6 -0.3 -1.1 0.25
```
Forces are in eV/Å.



The following is a DFT calculation (the ωB97M-V functional and the def2-TZVPD basis) of a cluster of 2 separate species, C2H2ClN3 in total.

Its multiplicity is 1. As for the net charge: 0. As for the frontier orbital gap (spin up / spin down): 8.308 / 6.102 eV. The value obtained for the highest occupied orbital energy (spin up / spin down) is -9.303 / -7.996 eV. For the total energy, the calculation gives -19094.23139 eV.

```
8
Properties=species:S:1:pos:R:3:forces:R:3:mulliken_charge:R:1
C 0.641839 -1.757170 0.182302 1.0 -0.3 -1.2 0.58
C 0.074882 1.229164 0.068167 -4.2 0.4 0.4 0.41
N 1.780587 -1.943304 0.038266 1.5 -0.5 0.3 -0.52
N -0.756107 2.085524 0.309008 -0.2 -0.1 -1.2 -0.38
N -0.555134 -1.411888 0.242625 -2.6 1.7 1.1 -0.66
Cl 1.579075 0.967455 -0.128275 3.5 -0.5 0.0 0.01
H -1.719308 2.121112 -0.085540 0.9 -0.5 1.0 0.31
H -1.045832 -1.290896 -0.626554 0.0 -0.3 -0.4 0.25
```
Forces are in eV/Å.



> Which of these has the highest total energy?

number 1